Record 1
Density functional theory data (the ωB97M-V functional and the def2-TZVPD basis) for one molecule with the formula C8H18N2O3Si.

Geometry as ORCA input:
```
! wB97M-V def2-TZVPD RIJCOSX def2/J DEFGRID3
* xyz 0 1
C 4.983 0.558 2.963
O 3.783 0.497 2.226
C 2.646 0.867 2.893
O 2.591 1.609 3.887
N 1.620 0.304 2.173
C 0.282 0.562 2.454
C -0.742 0.250 1.523
N -2.126 0.561 1.761
O -0.723 -0.468 0.343
C -1.775 -0.920 -0.798
Si -1.044 -2.664 -0.719
C -1.641 -0.069 -2.061
C -2.129 1.346 -1.831
C -0.148 -0.015 -2.498
H 5.636 0.662 2.160
H 5.123 -0.261 3.646
H 5.077 1.503 3.686
H 1.707 0.099 1.201
H 0.272 0.870 3.461
H -2.502 1.323 1.217
H -2.385 0.730 2.712
H -2.676 -0.718 -0.373
H 0.417 -2.962 -0.100
H -1.070 -3.025 -2.091
H -2.162 -3.505 -0.011
H -2.439 -0.427 -2.813
H -1.672 1.704 -0.828
H -1.593 1.911 -2.492
H -3.243 1.432 -1.776
H 0.530 -0.626 -1.779
H -0.006 -0.558 -3.429
H 0.277 0.963 -2.598
*
```

LUMO energy   0.72 eV
Highest occupied orbital energy   -7.4 eV
Kohn-Sham gap   8.08 eV
DFT total energy   -940.19635 Ha

***

Record 2
Density functional theory data (the ωB97M-V functional and the def2-TZVPD basis) for C8H18N2O4S as an isolated structure.

Geometry as ORCA input:
```
! wB97M-V def2-TZVPD RIJCOSX def2/J DEFGRID3
* xyz 0 1
C 0.017 -2.922 -3.772
C -0.837 -2.038 1.098
C -1.927 0.740 1.481
C 2.322 -0.679 0.475
C 0.297 3.246 -0.050
C -0.479 -1.130 -0.056
C -0.956 1.279 0.469
C 1.164 0.152 1.028
N -0.264 2.487 1.016
N 0.053 0.180 0.099
O 0.278 -2.137 -4.568
O -0.238 -3.798 -3.072
O 1.564 -0.966 -2.076
O -0.294 0.515 -2.764
S 0.969 0.363 -2.059
H -0.141 -2.213 1.885
H -1.841 -1.910 1.476
H -1.105 -3.085 0.587
H -2.139 1.560 2.131
H -2.909 0.314 1.164
H -1.420 0.045 2.154
H 2.015 -1.772 0.315
H 2.951 -0.392 -0.380
H 3.054 -0.879 1.276
H 0.947 2.729 -0.665
H -0.423 3.725 -0.684
H 0.800 4.035 0.467
H -1.457 -1.114 -0.644
H 0.106 -1.631 -0.771
H -0.902 2.857 1.691
H -1.622 1.594 -0.381
H 1.673 1.116 1.153
H 0.742 -0.271 1.977
*
```

LUMO energy   0.53 eV
Highest occupied orbital energy   -9.3 eV
Kohn-Sham gap   9.84 eV
DFT total energy   -1124.22439 Ha

***

Record 3
Density functional theory data (the ωB97M-V functional and the def2-TZVPD basis) for a 2-piece molecular cluster, C8H18N2O5PS overall.

Geometry as ORCA input:
```
! wB97M-V def2-TZVPD RIJCOSX def2/J DEFGRID3
* xyz -1 1
C 4.274 0.632 0.203
C 3.041 1.284 -0.524
O 2.555 2.466 0.153
C 1.523 2.144 1.029
O 1.769 1.586 2.062
C 0.043 2.467 0.678
C -0.809 1.115 0.710
C -2.276 1.513 0.331
P -3.495 0.137 0.017
S -2.207 -1.444 0.844
C -4.741 1.468 -0.584
O -4.782 1.742 -1.803
O -5.470 2.054 0.300
H 5.115 1.367 0.237
H 4.546 -0.270 -0.398
H 3.999 0.342 1.242
H 3.354 1.559 -1.559
H 2.234 0.504 -0.525
H -0.027 2.837 -0.378
H -0.399 3.254 1.333
H -0.298 0.452 -0.028
H -0.696 0.755 1.761
H -2.213 2.109 -0.618
H -2.678 2.204 1.111
H -3.521 -0.472 -1.270
H -4.448 -0.175 1.055
H -2.997 -2.333 1.537
C 1.218 -3.175 -0.979
O 1.559 -2.035 -1.258
N 1.669 -4.264 -1.673
N 0.366 -3.458 0.039
H 1.403 -5.207 -1.464
H 2.301 -4.092 -2.434
H 0.010 -2.679 0.572
H 0.076 -4.386 0.281
*
```

LUMO energy   2.45 eV
Highest occupied orbital energy   -3.7 eV
Kohn-Sham gap   6.12 eV
DFT total energy   -1540.91133 Ha

***

Record 4
Density functional theory data (the ωB97M-V functional and the def2-TZVPD basis) for a 2-piece molecular cluster, C8H18N2S overall.

Geometry as ORCA input:
```
! wB97M-V def2-TZVPD RIJCOSX def2/J DEFGRID3
* xyz 0 3
C 0.055 -2.202 -1.798
C 0.953 -2.340 -0.579
C -1.413 -2.065 -1.237
C 0.049 -2.081 0.644
C -1.172 -1.300 0.045
C -1.990 -0.493 0.675
C 1.301 2.002 2.277
C 1.467 2.443 0.761
N -1.113 2.551 -0.026
N 0.775 1.945 -1.832
S 0.080 1.629 -0.221
H 0.274 -1.237 -2.100
H 0.405 -3.056 -2.561
H 1.358 -3.286 -0.548
H 1.797 -1.665 -0.619
H -2.011 -1.507 -1.901
H -1.886 -3.013 -0.944
H -0.352 -3.017 1.047
H 0.623 -1.488 1.320
H 1.618 2.591 -1.649
H -1.805 -0.143 1.700
H -2.759 -0.075 -0.039
H 0.446 1.305 2.235
H 2.075 1.413 2.570
H 1.208 2.882 2.946
H 2.457 2.200 0.356
H 1.431 3.502 0.841
H -1.982 2.079 -0.174
H 1.026 1.161 -2.514
*
```

LUMO energy (spin up / spin down)   0.72 / -1.94 eV
Highest occupied orbital energy (spin up / spin down)   -4.9 / -8.7 eV
⟨S²⟩   2.006
Kohn-Sham gap (spin up / spin down)   5.66 / 6.80 eV
DFT total energy   -822.99734 Ha

***

Record 5
Density functional theory data (the ωB97M-V functional and the def2-TZVPD basis) for C8H18N4NiO3 as an isolated structure.

Geometry as ORCA input:
```
! wB97M-V def2-TZVPD RIJCOSX def2/J DEFGRID3
* xyz 0 3
Ni -0.085 0.090 -0.652
N -1.957 1.293 0.572
C -3.004 1.155 -0.436
C -2.707 0.456 -1.769
O -3.620 0.381 -2.582
N -1.463 -0.013 -1.914
C -1.084 -0.700 -3.133
C 0.394 -1.117 -3.081
O 0.882 -1.708 -4.025
O 1.044 -0.813 -1.986
H -1.743 0.513 1.172
H -1.216 1.952 0.402
H -3.382 2.151 -0.670
H -3.841 0.616 0.007
H -1.237 -0.081 -4.020
H -1.673 -1.609 -3.291
N 0.255 -1.613 0.574
C 0.755 -1.753 1.952
C 1.864 -0.759 2.263
C 1.376 0.698 2.341
C 1.945 1.621 1.276
N 1.637 1.147 -0.086
H -0.571 -2.189 0.445
H 0.937 -1.969 -0.098
H 1.107 -2.772 2.129
H -0.080 -1.578 2.634
H 2.661 -0.866 1.519
H 2.309 -1.052 3.215
H 1.630 1.127 3.312
H 0.284 0.722 2.275
H 3.025 1.730 1.410
H 1.503 2.611 1.395
H 2.290 0.428 -0.394
H 1.764 1.900 -0.754
*
```

LUMO energy (spin up / spin down)   0.11 / 0.07 eV
Highest occupied orbital energy (spin up / spin down)   -8.2 / -8.5 eV
⟨S²⟩   2.007
Kohn-Sham gap (spin up / spin down)   8.35 / 8.59 eV
DFT total energy   -2268.73943 Ha

***

Record 6
Density functional theory data (the ωB97M-V functional and the def2-TZVPD basis) for an isolated ion of composition C8H18N6S and charge +2.

Geometry as ORCA input:
```
! wB97M-V def2-TZVPD RIJCOSX def2/J DEFGRID3
* xyz 2 1
N 1.116 4.575 -1.591
C 1.012 3.453 -0.660
N 0.699 3.902 0.653
C -0.219 3.136 1.435
N -1.156 2.336 0.374
N -1.371 1.006 0.727
C -0.603 0.006 -0.465
N -0.653 -1.285 -0.394
C -1.204 -2.004 0.717
C -0.202 -2.937 1.296
N 0.207 -3.916 0.298
C 0.867 -3.185 -0.885
C -0.147 -2.172 -1.465
S 0.018 0.954 -1.695
C -0.387 2.531 -0.960
H 0.505 5.355 -1.532
H 2.011 4.995 -1.517
H 1.862 2.849 -0.745
H 0.426 4.875 0.924
H -0.692 3.794 2.161
H 0.187 2.347 1.897
H -1.999 2.911 0.358
H -1.991 -2.562 0.377
H -1.590 -1.372 1.516
H 0.778 -2.543 1.702
H -0.601 -3.605 2.054
H 0.932 -4.583 0.620
H -0.587 -4.359 -0.266
H 1.100 -3.872 -1.752
H 1.739 -2.706 -0.700
H 0.392 -1.578 -2.180
H -1.015 -2.634 -1.970
H -0.875 3.304 -1.559
*
```

LUMO energy   -6.21 eV
Highest occupied orbital energy   -14.9 eV
Kohn-Sham gap   8.74 eV
DFT total energy   -1041.59331 Ha

***

Record 7
Density functional theory data (the ωB97M-V functional and the def2-TZVPD basis) for one molecule with the formula C8H18NO2P.

Geometry as ORCA input:
```
! wB97M-V def2-TZVPD RIJCOSX def2/J DEFGRID3
* xyz 0 1
C -2.825 1.751 0.257
N -2.098 0.494 0.093
C -2.947 -0.685 0.297
C -0.817 0.660 -0.079
O -0.285 1.691 -0.411
C 0.180 -0.567 0.104
C 0.253 -1.302 1.426
C 0.152 -1.367 -1.132
P 1.746 0.498 0.255
C 3.195 -0.616 0.305
C 2.048 1.340 -1.314
O 1.808 1.376 1.368
H -2.984 2.212 -0.712
H -3.750 1.556 0.598
H -2.403 2.498 0.944
H -3.423 -0.599 1.217
H -3.771 -0.620 -0.451
H -2.394 -1.626 0.511
H 1.144 -1.840 1.692
H 0.050 -0.487 2.318
H -0.589 -2.024 1.372
H 1.164 -1.849 -1.497
H -0.052 -0.626 -2.025
H -0.539 -2.076 -0.994
H 3.143 -1.277 1.288
H 3.398 -1.307 -0.611
H 3.956 0.033 0.288
H 1.943 2.428 -1.157
H 3.147 1.355 -1.683
H 1.546 0.975 -2.264
*
```

LUMO energy   0.58 eV
Highest occupied orbital energy   -9.3 eV
Kohn-Sham gap   9.87 eV
DFT total energy   -862.15088 Ha

***

Record 8
Density functional theory data (the ωB97M-V functional and the def2-TZVPD basis) for a 2-piece molecular cluster, C8H18NOP overall.

Geometry as ORCA input:
```
! wB97M-V def2-TZVPD RIJCOSX def2/J DEFGRID3
* xyz 0 1
C -2.869 -1.703 0.820
C -2.453 -1.592 -0.466
P -1.282 -0.348 -0.992
O -0.532 0.111 0.501
C -2.427 1.107 -1.127
C -3.285 1.497 0.200
H -3.538 -2.326 1.243
H -2.341 -1.033 1.451
H -2.689 -2.218 -1.270
H 0.441 0.096 0.392
H -1.910 1.961 -1.485
H -3.142 0.827 -1.912
H -3.391 0.629 0.819
H -2.832 2.164 0.859
H -4.238 1.885 -0.059
C 2.217 2.238 0.799
C 2.540 1.190 -0.091
N 2.260 -0.055 0.186
C 2.475 -1.148 -0.706
C 3.159 -2.301 0.132
H 1.164 2.472 0.550
H 2.357 1.808 1.815
H 2.816 3.148 0.625
H 2.883 1.486 -1.026
H 3.132 -0.735 -1.493
H 1.546 -1.617 -1.010
H 4.117 -1.968 0.403
H 2.631 -2.272 1.137
H 3.191 -3.305 -0.295
*
```

LUMO energy   1.06 eV
Highest occupied orbital energy   -8.4 eV
Kohn-Sham gap   9.47 eV
DFT total energy   -786.88116 Ha